A molecular structure, C29H41N6Si2V, computed with the ωB97M-V functional and the def2-TZVPD basis.

Geometry (Å):
1 V 0.1011 0.2505 0.5274
2 C -1.0970 1.0762 4.5589
3 C -2.1171 0.1464 4.7302
4 C -2.4350 -0.7192 3.7028
5 C -1.7372 -0.6537 2.5029
6 N -0.7449 0.2547 2.3541
7 C -0.4374 1.0954 3.3546
8 C -1.9396 -1.5464 1.3465
9 C -2.9603 -2.4988 1.3053
10 C -3.0377 -3.3659 0.2323
11 C -2.0950 -3.2834 -0.7921
12 C -1.1155 -2.3034 -0.7683
13 C -1.0229 -1.4101 0.2974
14 H -0.8222 1.7694 5.3401
15 H -2.6633 0.1025 5.6632
16 H -3.2211 -1.4487 3.8264
17 H 0.3597 1.8030 3.1609
18 H -3.7004 -2.5587 2.0934
19 H -3.8266 -4.1048 0.1877
20 H -2.1400 -3.9780 -1.6219
21 H -0.4055 -2.2545 -1.5846
22 C 2.7333 3.6828 -1.6621
23 C 1.5273 3.6445 -0.7706
24 C 1.2329 4.6848 0.1091
25 C 0.1303 4.5807 0.9371
26 C -0.6735 3.4545 0.8536
27 C -0.3399 2.4774 -0.0813
28 N 0.7470 2.5654 -0.8594
29 N -1.1339 1.2956 -0.2557
30 Si -2.6514 1.4290 -1.1993
31 C -4.0733 1.1143 -0.0505
32 C -2.7164 3.1507 -1.8867
33 C -2.6323 0.1967 -2.5845
34 H 2.7477 4.5991 -2.2532
35 H 2.7289 2.8222 -2.3276
36 H 3.6499 3.6629 -1.0685
37 H 1.8691 5.5594 0.1436
38 H -0.1033 5.3681 1.6420
39 H -1.5546 3.3324 1.4705
40 H -4.1690 1.9099 0.6929
41 H -3.9638 0.1625 0.4725
42 H -5.0086 1.0779 -0.6158
43 H -2.7661 3.9137 -1.1074
44 H -3.6027 3.2586 -2.5161
45 H -1.8399 3.3609 -2.5054
46 H -2.8314 -0.8139 -2.2271
47 H -1.6793 0.1952 -3.1174
48 H -3.4129 0.4578 -3.3040
49 N 0.6030 -3.9501 1.9576
50 N 1.3065 -3.4180 0.8341
51 H 0.9215 -4.8830 2.2000
52 H -0.3745 -4.0130 1.6991
53 H 1.3630 -4.0746 0.0605
54 H 2.2537 -3.2140 1.1257
55 C 2.0921 -0.9468 2.9712
56 Si 2.8796 -0.0280 1.5338
57 C 4.6186 -0.6885 1.4137
58 C 2.9779 1.8053 1.9231
59 N 1.8161 -0.1868 0.0971
60 C 2.2578 -0.2328 -1.2593
61 C 3.6019 -0.2376 -1.6241
62 C 3.9795 -0.3635 -2.9554
63 C 3.0261 -0.4759 -3.9533
64 C 1.6821 -0.4187 -3.6062
65 C 1.3072 -0.2895 -2.2827
66 H 1.8671 -0.2714 3.7986
67 H 2.8187 -1.6723 3.3444
68 H 1.1916 -1.5149 2.7298
69 H 4.9683 -0.8441 2.4371
70 H 5.3114 -0.0018 0.9267
71 H 4.6759 -1.6477 0.8936
72 H 3.1018 1.9694 2.9968
73 H 2.0897 2.3574 1.6001
74 H 3.8328 2.2660 1.4218
75 H 4.3698 -0.1409 -0.8744
76 H 5.0324 -0.3747 -3.2056
77 H 3.3218 -0.6018 -4.9858
78 H 0.9201 -0.4746 -4.3736
79 H 0.2548 -0.2085 -2.0374

* spin multiplicity: 2
* DFT total energy: -2981.08619 hartree
* ΔE to the lowest compared entry with this formula, charge and spin: 47.01 kcal/mol
* total charge: +1

Results of the Löwdin charge analysis, in e, for atoms 1 through 6:
1 V 0.90
2 C -0.03
3 C -0.01
4 C 0.03
5 C -0.18
6 N 0.00